1.
Computed, not measured: 2 unconnected molecules or ions with the total composition CH6S3, with the ωB97M-V functional and the def2-TZVPD basis.

Output
2S+1 ... 1
E_tot ... -1236.22458 Ha
Structure (SMILES) ... CS.SS
Frontier orbital gap ... 0.323 Eh
E_HOMO ... -8.5 eV
Energy above the lowest of the compared OMol25 structures with the same formula, charge and spin ... 49.33 kJ/mol

Geometry as XYZ:
```
10
Properties=species:S:1:pos:R:3:forces:R:3:mulliken_charge:R:1
C -3.835 0.425 -0.228 0.313 -1.069 -0.534 -0.72
S -2.289 -0.586 -0.114 -0.196 0.586 0.480 -0.16
H -4.581 -0.262 -0.621 -0.299 0.232 0.135 0.27
H -3.777 1.284 -0.888 0.315 0.093 0.137 0.27
H -4.090 0.713 0.783 -0.006 0.096 0.102 0.25
H -1.995 -0.688 -1.406 -0.108 0.073 -0.301 0.10
S 2.406 1.115 -0.226 0.044 0.071 0.363 -0.16
S 1.932 -0.776 0.569 0.264 -0.154 -0.465 -0.17
H 2.478 0.704 -1.492 -0.125 -0.182 -0.119 0.15
H 1.511 -0.304 1.735 -0.202 0.255 0.201 0.16
```
Forces are in eV/Å.

2.
Computed, not measured: C5H8FN in the gas phase, with the ωB97M-V functional and the def2-TZVPD basis.

Output
2S+1 ... 1
E_tot ... -349.79072 Ha
Structure (SMILES) ... FC1C[C@H]2N[C@@H]2C1
Frontier orbital gap ... 0.361 Eh
E_HOMO ... -8.8 eV
Energy above the lowest of the compared OMol25 structures with the same formula, charge and spin ... 337.56 kJ/mol

Geometry as XYZ:
```
15
Properties=species:S:1:pos:R:3:forces:R:3:mulliken_charge:R:1
F -1.226 -1.640 1.063 -0.057 0.431 0.180 -0.34
C -0.685 -0.341 1.039 0.894 -0.620 0.040 0.26
C 0.896 -0.513 0.915 -0.188 -0.595 -2.221 -1.01
C 1.045 0.395 -0.335 1.041 -0.107 1.757 0.29
N 1.187 0.373 -1.774 -0.048 -1.226 -0.045 -0.60
C -0.087 -0.007 -1.150 -0.107 0.406 -0.614 -0.19
C -1.200 0.388 -0.253 -2.315 0.857 0.558 -0.76
H -0.935 0.146 1.961 -0.524 0.192 0.505 0.38
H 1.549 -0.237 1.713 -0.058 0.311 0.837 0.33
H 1.058 -1.563 0.665 0.061 0.019 0.160 0.32
H 1.000 1.402 0.088 -0.351 0.202 -0.489 0.22
H 1.182 1.306 -2.084 0.351 1.489 -0.491 0.28
H -0.209 -1.060 -1.249 0.369 -0.881 -0.163 0.25
H -2.141 -0.118 -0.578 0.427 0.564 0.473 0.28
H -1.435 1.468 -0.021 0.506 -1.042 -0.486 0.28
```
Forces are in eV/Å.

Copy entry 2 word for word.
Computed, not measured: C5H8FN in the gas phase, with the ωB97M-V functional and the def2-TZVPD basis.

Output
2S+1 ... 1
E_tot ... -349.79072 Ha
Structure (SMILES) ... FC1C[C@H]2N[C@@H]2C1
Frontier orbital gap ... 0.361 Eh
E_HOMO ... -8.8 eV
Energy above the lowest of the compared OMol25 structures with the same formula, charge and spin ... 337.56 kJ/mol

Geometry as XYZ:
```
15
Properties=species:S:1:pos:R:3:forces:R:3:mulliken_charge:R:1
F -1.226 -1.640 1.063 -0.057 0.431 0.180 -0.34
C -0.685 -0.341 1.039 0.894 -0.620 0.040 0.26
C 0.896 -0.513 0.915 -0.188 -0.595 -2.221 -1.01
C 1.045 0.395 -0.335 1.041 -0.107 1.757 0.29
N 1.187 0.373 -1.774 -0.048 -1.226 -0.045 -0.60
C -0.087 -0.007 -1.150 -0.107 0.406 -0.614 -0.19
C -1.200 0.388 -0.253 -2.315 0.857 0.558 -0.76
H -0.935 0.146 1.961 -0.524 0.192 0.505 0.38
H 1.549 -0.237 1.713 -0.058 0.311 0.837 0.33
H 1.058 -1.563 0.665 0.061 0.019 0.160 0.32
H 1.000 1.402 0.088 -0.351 0.202 -0.489 0.22
H 1.182 1.306 -2.084 0.351 1.489 -0.491 0.28
H -0.209 -1.060 -1.249 0.369 -0.881 -0.163 0.25
H -2.141 -0.118 -0.578 0.427 0.564 0.473 0.28
H -1.435 1.468 -0.021 0.506 -1.042 -0.486 0.28
```
Forces are in eV/Å.